[1]
Entry from the OMol25 dataset: an isolated molecule of C6H12O (ωB97M-V/def2-TZVPD).

Bonds (Å) are listed after each position.
Positions of all 19 atoms, in Å:
1 C -0.721 -1.710 -0.108  C2 1.544, H8 1.092, H9 1.096, H10 1.096
2 C -0.706 -0.244 -0.592  C1 1.544, C3 1.451, C6 1.601, H11 1.096
3 C -1.671 0.579 0.114  C2 1.451, H12 1.087, H13 1.088
4 C 0.029 1.887 0.888  O5 1.409, H14 1.092, H15 1.097, H16 1.232
5 O 0.828 0.737 1.049  C4 1.409, C6 1.386
6 C 0.757 0.321 -0.271  C2 1.601, O5 1.386, C7 1.502
7 C 1.956 -0.488 -0.674  C6 1.502, H17 1.101, H18 1.094, H19 1.096
8 H -1.689 -2.174 -0.305  C1 1.092
9 H 0.048 -2.305 -0.613  C1 1.096
10 H -0.530 -1.751 0.970  C1 1.096
11 H -0.827 -0.209 -1.680  C2 1.096
12 H -1.923 0.320 1.140  C3 1.087
13 H -2.425 1.153 -0.420  C3 1.088
14 H -0.682 2.064 1.697  C4 1.092
15 H 0.686 2.764 0.824  C4 1.097
16 H 0.003 1.748 -0.336  C4 1.232
17 H 2.154 -1.314 0.027  C7 1.101
18 H 1.822 -0.899 -1.679  C7 1.094
19 H 2.846 0.152 -0.686  C7 1.096

## Properties
* energy above the lowest of the compared OMol25 structures with the same formula, charge and spin: 583.9 kJ/mol
* 2S+1: 1
* E: -310.836867 a.u.
* LUMO (spin up / spin down): 0.72 / 0.51 eV
* HOMO level (spin up / spin down): -7.15 / -7.29 eV
* orbital gap (spin up / spin down): 7.9 / 7.8 eV

=====

[2]
Entry from the OMol25 dataset: an isolated molecule of C6H12O (ωB97M-V/def2-TZVPD).

Bonds (Å) are listed after each position.
Positions of all 19 atoms, in Å:
1 C 0.077 1.610 1.400  C2 1.529, H8 1.094, H9 1.094, H10 1.102
2 C 0.175 0.381 0.496  C1 1.529, O3 1.433, C4 1.616, C7 1.516
3 O 1.207 -0.484 0.988  C2 1.433, H11 0.963
4 C -1.173 -0.488 0.298  C2 1.616, C5 1.546, H12 1.106, H13 1.108
5 C -0.661 -1.592 -0.655  C4 1.546, C6 1.710, H14 1.115, H15 1.098
6 C 0.471 -0.735 -1.607  C5 1.710, C7 1.538, H16 1.117, H17 1.097
7 C 0.586 0.646 -0.939  C2 1.516, C6 1.538, H18 1.100, H19 1.098
8 H -0.495 1.350 2.296  C1 1.094
9 H -0.426 2.439 0.895  C1 1.094
10 H 1.059 1.981 1.734  C1 1.102
11 H 1.156 -0.521 1.949  O3 0.963
12 H -1.559 -0.809 1.283  C4 1.106
13 H -2.027 0.026 -0.186  C4 1.108
14 H -0.288 -2.414 0.000  C5 1.115
15 H -1.416 -2.076 -1.288  C5 1.098
16 H 0.330 -0.527 -2.695  C6 1.117
17 H 1.455 -1.217 -1.561  C6 1.097
18 H -0.085 1.410 -1.357  C7 1.100
19 H 1.613 1.019 -1.050  C7 1.098

## Properties
* energy above the lowest of the compared OMol25 structures with the same formula, charge and spin: 82.2 kJ/mol
* 2S+1: 1
* E: -311.027980 a.u.
* LUMO: 0.91 eV
* HOMO level: -10.06 eV
* orbital gap: 11.0 eV

=====

[3]
Entry from the OMol25 dataset: an isolated molecule of C6H12O (ωB97M-V/def2-TZVPD).

Bonds (Å) are listed after each position.
Positions of all 19 atoms, in Å:
1 C 2.428 0.908 0.275  C2 1.519, H8 1.095, H9 1.095, H10 1.094
2 C 1.551 -0.129 -0.405  C1 1.519, O3 1.428, H11 1.097, H12 1.103
3 O 0.359 -0.332 0.355  C2 1.428, C4 1.581
4 C -0.576 -1.528 -0.085  O3 1.581, C5 1.427, H13 1.102, H14 1.092
5 C -1.892 -1.120 0.287  C4 1.427, C6 1.518, H15 1.089
6 C -2.257 0.236 -0.291  C5 1.518, C7 1.472, H16 1.097, H17 1.095
7 C -1.093 0.968 0.236  C6 1.472, H18 1.090, H19 1.084
8 H 3.368 1.034 -0.274  C1 1.095
9 H 1.931 1.883 0.320  C1 1.095
10 H 2.660 0.598 1.298  C1 1.094
11 H 2.077 -1.090 -0.473  C2 1.097
12 H 1.289 0.178 -1.431  C2 1.103
13 H -0.378 -1.573 -1.169  C4 1.102
14 H -0.197 -2.422 0.413  C4 1.092
15 H -2.192 -1.303 1.317  C5 1.089
16 H -2.317 0.256 -1.386  C6 1.097
17 H -3.200 0.601 0.131  C6 1.095
18 H -0.445 1.573 -0.399  C7 1.090
19 H -1.115 1.260 1.280  C7 1.084

## Properties
* energy above the lowest of the compared OMol25 structures with the same formula, charge and spin: 482.0 kJ/mol
* 2S+1: 1
* E: -310.875688 a.u.
* LUMO: 0.74 eV
* HOMO level: -6.48 eV
* orbital gap: 7.2 eV

=====

[4]
Entry from the OMol25 dataset: an isolated molecule of C6H12O (ωB97M-V/def2-TZVPD).

Bonds (Å) are listed after each position.
Positions of all 19 atoms, in Å:
1 C 1.287 0.706 -0.824  C2 1.508, H8 1.087, H9 1.149, H10 1.082
2 C 0.591 0.388 0.476  C1 1.508, C3 1.476, C4 1.456, H11 1.089
3 C 1.027 1.235 1.604  C2 1.476, H12 1.092, H13 1.092, H14 1.091
4 C -0.703 0.635 -0.144  C2 1.456, C6 1.448, H15 1.089
5 O -1.242 -0.089 -1.864  C6 1.374
6 C -1.649 -0.370 -0.583  C4 1.448, O5 1.374, C7 1.512, H16 1.104
7 C -1.447 -1.788 -0.097  C6 1.512, H17 1.094, H18 1.092, H19 1.098
8 H 2.165 0.065 -0.810  C1 1.087
9 H 0.735 0.425 -1.791  C1 1.149
10 H 1.562 1.744 -0.958  C1 1.082
11 H 0.761 -0.663 0.709  C2 1.089
12 H 0.862 2.287 1.365  C3 1.092
13 H 2.076 1.065 1.853  C3 1.092
14 H 0.431 1.007 2.489  C3 1.091
15 H -0.974 1.678 -0.301  C4 1.089
16 H -2.683 -0.039 -0.379  C6 1.104
17 H -0.419 -2.123 -0.262  C7 1.094
18 H -2.103 -2.454 -0.661  C7 1.092
19 H -1.689 -1.888 0.969  C7 1.098

## Properties
* energy above the lowest of the compared OMol25 structures with the same formula, charge and spin: 355.5 kJ/mol
* 2S+1: 1
* E: -310.923883 a.u.
* LUMO: 0.41 eV
* HOMO level: -8.65 eV
* orbital gap: 9.1 eV

=====

[5]
Entry from the OMol25 dataset: an isolated molecule of C6H12O (ωB97M-V/def2-TZVPD).

Bonds (Å) are listed after each position.
Positions of all 19 atoms, in Å:
1 C -2.324 0.684 -0.050  C2 1.517, H8 1.095, H9 1.095, H10 1.095
2 C -1.263 -0.211 0.563  C1 1.517, C3 1.566, C7 1.417, H11 1.117
3 C -0.488 -1.018 -0.533  C2 1.566, O4 1.341, H12 1.090
4 O 0.762 -1.396 -0.227  C3 1.341, C5 1.432
5 C 1.445 -0.150 -0.050  O4 1.432, C6 1.500, H13 1.105, H14 1.096
6 C 2.484 0.028 -1.118  C5 1.500, H15 1.090, H16 1.095, H17 1.093
7 C -0.489 0.346 1.610  C2 1.417, H18 1.086, H19 1.083
8 H -2.871 0.176 -0.851  C1 1.095
9 H -1.846 1.571 -0.479  C1 1.095
10 H -3.033 1.011 0.718  C1 1.095
11 H -1.704 -1.153 0.970  C2 1.117
12 H -1.020 -1.775 -1.111  C3 1.090
13 H 0.642 0.566 -0.306  C5 1.105
14 H 1.884 -0.086 0.951  C5 1.096
15 H 3.296 -0.692 -1.016  C6 1.090
16 H 2.884 1.043 -1.029  C6 1.095
17 H 2.003 -0.078 -2.094  C6 1.093
18 H -0.500 1.412 1.814  C7 1.086
19 H 0.138 -0.278 2.235  C7 1.083

## Properties
* energy above the lowest of the compared OMol25 structures with the same formula, charge and spin: 471.1 kJ/mol
* 2S+1: 1
* E: -310.879856 a.u.
* LUMO (spin up / spin down): 0.65 / 0.75 eV
* HOMO level (spin up / spin down): -7.08 / -7.61 eV
* orbital gap (spin up / spin down): 7.7 / 8.4 eV

=====

[6]
Entry from the OMol25 dataset: an isolated molecule of C6H12O (ωB97M-V/def2-TZVPD).

Bonds (Å) are listed after each position.
Positions of all 19 atoms, in Å:
1 C 1.727 0.257 -0.404  C2 1.396, C3 1.519, O7 1.326, H8 1.093
2 C 0.547 0.236 0.341  C1 1.396, C6 1.789, O7 1.383, H9 1.101
3 C 3.035 -0.256 0.171  C1 1.519, H10 1.109, H11 1.082, H12 1.168
4 C -1.320 -0.945 -1.011  C6 1.562, H13 1.153, H14 1.088, H15 1.133
5 C -2.072 1.138 0.521  C6 1.544, H16 1.139, H17 1.097, H18 1.119
6 C -1.049 0.479 -0.430  C2 1.789, C4 1.562, C5 1.544, H19 1.132
7 O 1.309 1.378 0.167  C1 1.326, C2 1.383
8 H 1.715 0.109 -1.487  C1 1.093
9 H 0.447 -0.310 1.292  C2 1.101
10 H 3.899 -0.127 -0.513  C3 1.109
11 H 3.108 -1.323 0.332  C3 1.082
12 H 3.183 0.330 1.171  C3 1.168
13 H -1.070 -1.659 -0.141  C4 1.153
14 H -0.629 -1.119 -1.832  C4 1.088
15 H -2.355 -0.891 -1.467  C4 1.133
16 H -3.162 1.110 0.193  C5 1.139
17 H -1.768 2.184 0.646  C5 1.097
18 H -2.003 0.574 1.485  C5 1.119
19 H -0.695 1.201 -1.226  C6 1.132

## Properties
* energy above the lowest of the compared OMol25 structures with the same formula, charge and spin: 290.0 kJ/mol
* 2S+1: 1
* E: -310.948827 a.u.
* LUMO: 1.12 eV
* HOMO level: -9.48 eV
* orbital gap: 10.6 eV

=====

[7]
Entry from the OMol25 dataset: an isolated molecule of C6H12O (ωB97M-V/def2-TZVPD).

Bonds (Å) are listed after each position.
Positions of all 19 atoms, in Å:
1 C 1.670 -0.783 0.243  C2 1.487, H8 1.101, H9 1.098, H10 1.097
2 C 1.137 0.561 0.589  C1 1.487, O3 1.338, C4 1.437
3 O 1.499 1.145 1.737  C2 1.338, H11 0.968
4 C 0.369 1.328 -0.354  C2 1.437, C5 1.548, H12 1.091, H13 1.095
5 C -1.008 0.834 0.151  C4 1.548, C6 1.526, H14 1.096, H15 1.276
6 C -1.386 -0.644 0.126  C5 1.526, C7 1.513, H16 1.096, H17 1.106
7 C -1.577 -0.806 -1.366  C6 1.513, H18 1.095, H19 1.097
8 H 2.626 -0.660 -0.288  C1 1.101
9 H 0.991 -1.305 -0.444  C1 1.098
10 H 1.848 -1.411 1.124  C1 1.097
11 H 1.836 0.480 2.353  O3 0.968
12 H 0.448 2.406 -0.208  C4 1.091
13 H 0.532 1.057 -1.403  C4 1.095
14 H -1.337 1.405 1.026  C5 1.096
15 H -1.690 0.821 -0.928  C5 1.276
16 H -2.364 -0.709 0.617  C6 1.096
17 H -0.726 -1.332 0.688  C6 1.106
18 H -2.221 -1.621 -1.715  C7 1.095
19 H -0.648 -0.767 -1.949  C7 1.097

## Properties
* energy above the lowest of the compared OMol25 structures with the same formula, charge and spin: 554.0 kJ/mol
* 2S+1: 1
* E: -310.848257 a.u.
* LUMO (spin up / spin down): 0.70 / 0.17 eV
* HOMO level (spin up / spin down): -7.69 / -5.85 eV
* orbital gap (spin up / spin down): 8.4 / 6.0 eV